{"formula": "C16H25HgN5O6", "method": "ωB97M-V/def2-TZVPD", "homo_ev": [-6.080, -6.207], "de_lowest_kj_mol": 40.7, "lumo_energy_ev": [-0.790, -0.792], "max_force_ev_per_a": 3.44, "e_tot_ha": -1503.02630, "gap_ev": [5.29, 5.41], "symbols": ["Hg", "O", "O", "O", "O", "O", "O", "N", "N", "N", "N", "N", "C", "C", "C", "C", "C", "C", "C", "C", "C", "C", "C", "C", "C", "C", "C", "C", "H", "H", "H", "H", "H", "H", "H", "H", "H", "H", "H", "H", "H", "H", "H", "H", "H", "H", "H", "H", "H", "H", "H", "H", "H"], "xyz": [[-1.0888, -0.1600, -0.0543], [-2.5623, -2.2860, -1.5039], [1.8697, 1.1403, 0.9834], [2.6852, 1.3993, -2.8995], [2.2018, -0.9539, -0.4482], [-3.2317, 2.1875, 0.1092], [-3.4495, 1.3025, -2.2580], [0.9998, -1.4010, -0.4327], [-1.4314, -2.1213, -0.9622], [0.5490, 1.3327, 0.8248], [-1.9807, 1.7773, 0.4334], [-0.7424, -1.2979, 2.2735], [1.1836, -1.8764, 3.9105], [-2.1696, 3.6584, 1.9232], [2.5351, -1.6829, 3.5887], [0.8321, -2.7297, -0.6192], [-2.2196, 0.7710, -2.8149], [1.9923, -3.6618, -0.5125], [3.1578, -2.6031, 5.7464], [-1.3710, 2.5580, 1.3202], [0.8944, 3.2484, 2.3313], [-0.5007, -3.1216, -0.9331], [1.8060, -2.7737, 6.0702], [3.5239, -2.0503, 4.5104], [-0.9258, -4.5015, -1.2714], [0.1582, -1.5416, 2.9799], [0.8196, -2.4073, 5.1553], [0.0490, 2.3635, 1.4929], [2.0584, 0.3093, 0.3912], [-2.1713, 1.1439, -3.8480], [1.9488, 3.1650, 2.0562], [2.8039, -1.2454, 2.6233], [2.2186, 2.0592, -2.3581], [1.7216, -4.6965, -0.7497], [-2.2927, 4.4851, 1.2058], [0.7974, 2.9896, 3.3937], [-1.5228, -4.5004, -2.1924], [-1.5456, -4.9315, -0.4695], [-3.1738, 3.3096, 2.1990], [-1.6854, 4.0621, 2.8198], [0.5740, 4.2863, 2.2145], [1.5129, -3.1939, 7.0342], [2.4194, 0.5510, -2.4816], [-1.3489, 1.1728, -2.2754], [2.7957, -3.3549, -1.1972], [-3.3522, 1.8763, -0.8611], [4.5790, -1.9060, 4.2616], [-0.0589, -5.1528, -1.4084], [-0.2366, -2.5296, 5.3924], [3.9336, -2.8973, 6.4576], [2.3974, -3.6492, 0.5113], [-4.0767, 0.5656, -2.1574], [-2.2174, -0.3252, -2.8113]], "lowdin_charge": [1.20, -0.22, -0.05, -0.08, -0.23, -0.06, -0.13, -0.20, -0.30, -0.06, -0.12, 0.15, -0.23, -0.01, -0.01, -0.31, -0.12, -0.04, -0.07, -0.24, -0.02, -0.29, -0.07, -0.06, -0.04, -0.13, -0.03, -0.27, 0.03, 0.09, 0.08, 0.12, 0.03, 0.06, 0.11, 0.10, 0.08, 0.09, 0.10, 0.08, 0.08, 0.11, 0.02, 0.06, 0.08, 0.05, 0.11, 0.06, 0.12, 0.11, 0.08, 0.12, 0.06]}